{"formula": "C18H37Br12NOS", "method": "ωB97M-V/def2-TZVPD", "species": ["Br", "Br", "Br", "Br", "Br", "Br", "Br", "Br", "Br", "Br", "Br", "Br", "S", "O", "N", "C", "C", "C", "C", "C", "C", "C", "C", "C", "C", "C", "C", "C", "C", "C", "C", "C", "C", "H", "H", "H", "H", "H", "H", "H", "H", "H", "H", "H", "H", "H", "H", "H", "H", "H", "H", "H", "H", "H", "H", "H", "H", "H", "H", "H", "H", "H", "H", "H", "H", "H", "H", "H", "H", "H"], "positions_angstrom": [[0.077, 3.950, -0.656], [-1.783, -3.733, 2.155], [1.461, -3.522, -4.591], [-2.409, -2.652, -1.165], [3.547, -4.052, -0.524], [-4.552, 1.153, 0.322], [3.330, 3.471, 3.339], [1.039, 3.282, -6.575], [-0.284, 6.061, 2.153], [-1.711, 0.035, -4.923], [0.768, 5.772, -3.643], [0.641, -6.922, -0.154], [0.428, -0.672, 0.294], [1.089, -1.969, 0.005], [0.611, 1.385, 4.816], [2.840, -3.669, -3.223], [-0.207, 6.384, -2.068], [2.151, 4.690, 2.378], [2.238, -4.264, -1.980], [0.334, 1.524, -6.168], [-0.113, -2.016, 5.192], [0.779, -1.135, 4.269], [-3.400, -1.414, -0.032], [-0.481, -5.358, 0.155], [-0.526, 1.633, -4.947], [-3.492, -0.088, -0.748], [1.727, 0.530, 0.630], [-1.058, 5.281, -1.510], [0.708, 0.280, 4.576], [-1.027, -5.436, 1.544], [-0.041, 0.015, -1.313], [-1.534, -1.480, 5.314], [0.704, 4.497, 2.797], [2.505, 5.712, 2.399], [-1.992, -1.391, 4.332], [1.161, 0.834, -6.051], [1.291, -3.845, -1.669], [2.158, 0.304, 1.610], [2.272, 4.366, 1.344], [-0.689, -0.626, -1.906], [-0.118, -3.032, 4.803], [-0.361, 1.055, -1.245], [-0.729, 7.311, -2.272], [0.266, 3.596, 2.388], [0.608, 4.480, 3.878], [2.558, 0.353, -0.060], [0.599, 6.600, -1.373], [-1.851, -6.151, 1.533], [0.160, -4.493, 0.002], [3.237, -2.686, -2.962], [-1.226, -5.380, -0.624], [-0.365, -5.812, 2.313], [-4.373, -1.832, 0.192], [-2.903, -1.230, 0.919], [-1.762, 5.587, -0.744], [1.818, -1.465, 4.314], [0.454, -1.332, 3.242], [-1.613, 4.823, -2.324], [0.037, 1.645, -4.022], [2.122, -5.339, -2.089], [-3.988, -0.215, -1.709], [0.490, -2.001, 6.107], [-2.509, 0.302, -0.997], [-2.073, -2.198, 5.936], [-1.537, -0.537, 5.860], [3.697, -4.187, -3.637], [1.434, 1.580, 0.665], [-0.243, 1.184, -7.021], [0.896, 0.061, -1.890], [-1.285, 2.399, -4.961]], "nbo_charge": [-0.03, -0.03, -0.02, 0.00, -0.02, 0.00, 0.00, 0.00, -0.03, -0.05, -0.01, -0.01, 1.26, -1.00, -0.35, -0.45, -0.46, -0.45, -0.44, -0.46, -0.37, -0.53, -0.45, -0.45, -0.41, -0.45, -0.84, -0.44, 0.30, -0.44, -0.87, -0.62, -0.43, 0.23, 0.21, 0.23, 0.24, 0.24, 0.22, 0.26, 0.22, 0.24, 0.24, 0.23, 0.24, 0.24, 0.23, 0.22, 0.25, 0.22, 0.23, 0.24, 0.23, 0.22, 0.24, 0.25, 0.25, 0.23, 0.23, 0.23, 0.23, 0.20, 0.22, 0.22, 0.22, 0.23, 0.23, 0.23, 0.23, 0.23], "max_force_ev_per_a": 1.73, "orbital_gap_ha": 0.35151, "e_homo_ev": -9.380}

{"formula": "H18O9", "method": "ωB97M-V/def2-TZVPD", "species": ["O", "O", "O", "O", "O", "O", "O", "O", "O", "H", "H", "H", "H", "H", "H", "H", "H", "H", "H", "H", "H", "H", "H", "H", "H", "H", "H"], "positions_angstrom": [[15.634, 9.233, -21.595], [18.857, 10.325, -22.727], [17.930, 9.117, -24.793], [16.288, 9.379, -23.523], [15.388, 5.758, -22.084], [17.523, 8.077, -22.506], [17.456, 5.849, -22.024], [19.404, 8.169, -21.396], [15.381, 7.272, -23.583], [18.522, 9.432, -22.654], [16.820, 8.573, -22.927], [16.337, 5.801, -21.970], [15.175, 6.526, -22.614], [16.029, 9.266, -22.608], [19.012, 10.448, -23.663], [15.915, 10.224, -23.775], [17.183, 7.185, -22.442], [15.814, 8.026, -23.983], [18.793, 7.777, -22.020], [14.484, 7.567, -23.425], [17.892, 5.553, -21.225], [17.192, 9.175, -25.400], [19.253, 7.693, -20.580], [17.588, 9.458, -23.966], [15.062, 9.729, -21.010], [18.170, 6.009, -22.641], [16.213, 8.746, -21.009]], "nbo_charge": [-0.87, -0.96, -0.98, -0.93, -1.05, -1.01, -0.86, -0.95, -0.93, 0.47, 0.44, 0.41, 0.43, 0.45, 0.47, 0.51, 0.49, 0.49, 0.46, 0.48, 0.51, 0.44, 0.44, 0.47, 0.52, 0.52, 0.53], "max_force_ev_per_a": 11.65, "de_lowest_kcal_mol": 337.8, "orbital_gap_ha": 0.31706, "e_homo_ev": -8.960}

{"formula": "C4H12", "method": "ωB97M-V/def2-TZVPD", "species": ["C", "C", "C", "C", "H", "H", "H", "H", "H", "H", "H", "H", "H", "H", "H", "H"], "positions_angstrom": [[-0.303, 1.498, -1.849], [0.590, -2.028, 1.689], [-0.926, -2.094, 1.427], [0.590, 2.579, -1.232], [-1.481, -2.241, 2.345], [0.865, -2.719, 2.486], [0.632, 2.516, -0.145], [-1.247, -1.167, 0.934], [1.190, -2.251, 0.803], [1.618, 2.581, -1.598], [0.038, 1.262, -2.873], [0.189, 3.572, -1.456], [0.870, -1.026, 2.025], [-0.188, 0.539, -1.350], [-1.122, -2.891, 0.697], [-1.316, 1.871, -1.904]], "lowdin_spin": [0.18, 0.17, 0.17, 0.14, 0.02, 0.02, 0.04, 0.04, 0.04, 0.02, 0.02, 0.01, 0.04, 0.04, 0.02, 0.03], "max_force_ev_per_a": 1.43, "de_lowest_kcal_mol": 3.9, "orbital_gap_ha": [0.10506, 0.45723], "charge": -1, "multiplicity": 2, "e_homo_ev": [1.538, -7.946]}